Computed, not measured: a cluster of 3 separate species, C3H12O3 in total at a distorted geometry, with ωB97M-V/def2-TZVPD.

Spin multiplicity: 1
Orbital gap, eV: 10.21
Lowest unoccupied orbital energy, eV: 0.55
Energy relative to the best compared isomer or geometry (same formula, charge and spin), kcal/mol: 30.2
SMILES: CO.CO.CO

CARTESIAN COORDINATES (ANGSTROEM)
1 C 2.806 0.205 -1.543
2 O 2.900 1.197 -0.534
3 H 3.513 0.451 -2.342
4 H 3.087 -0.782 -1.167
5 H 1.811 0.221 -1.994
6 H 2.015 1.376 -0.178
7 C -0.575 1.586 -0.547
8 O 0.254 1.435 0.591
9 H -0.148 2.297 -1.249
10 H -0.638 0.640 -1.098
11 H -1.587 1.854 -0.238
12 H -0.101 0.756 1.172
13 C -2.120 -2.160 1.731
14 O -1.977 -1.048 0.860
15 H -2.239 -1.822 2.767
16 H -2.978 -2.763 1.443
17 H -1.187 -2.717 1.739
18 H -2.837 -0.725 0.586

Forces on atoms 1 to 3 (eV/Å):
C 0.16 0.55 -0.11
O -0.02 0.07 -0.06
H 0.00 0.04 0.09

Computed, not measured: a cluster of 3 separate species, C3H12O3 in total at a distorted geometry, with ωB97M-V/def2-TZVPD.

Spin multiplicity: 2
Orbital gap (alpha / beta), eV: 9.94 / 3.72
<S²>: 0.7546
Lowest unoccupied orbital energy (alpha / beta), eV: -4.14 / -10.36
Energy relative to the best compared isomer or geometry (same formula, charge and spin), kcal/mol: 22.8
Charge: +1

CARTESIAN COORDINATES (ANGSTROEM)
1 C -0.049 2.459 0.893
2 C -0.532 0.962 1.231
3 C 0.611 0.260 1.987
4 O -0.775 0.226 0.066
5 H 0.642 2.738 1.677
6 H -0.922 3.096 1.047
7 H 0.278 2.457 -0.140
8 H -1.449 0.910 1.829
9 H 0.774 0.836 2.895
10 H 1.517 0.231 1.380
11 H 0.406 -0.775 2.243
12 H -1.755 0.282 0.002
13 H -1.644 -3.530 -2.188
14 H -1.950 -4.519 -1.218
15 O -2.113 -4.349 -2.145
16 H 1.593 -0.515 -3.489
17 H 2.800 -0.399 -2.564
18 O 2.567 -0.369 -3.505

Forces on atoms 1 to 3 (eV/Å):
C -0.71 0.44 0.12
C -0.34 -2.49 0.42
C 1.04 0.29 -0.15

Computed, not measured: a cluster of 4 separate species, C3H12O4 in total at a distorted geometry, with ωB97M-V/def2-TZVPD.

Spin multiplicity: 1
Orbital gap, eV: 9.76
Lowest unoccupied orbital energy, eV: 0.33
Energy relative to the best compared isomer or geometry (same formula, charge and spin), kcal/mol: 32.8
SMILES: C=CCO.O.O.O

CARTESIAN COORDINATES (ANGSTROEM)
1 C -2.241 -1.185 -1.693
2 C -1.882 -0.496 -0.616
3 C -0.800 0.523 -0.574
4 O -0.715 1.193 0.704
5 H -3.152 -1.760 -1.676
6 H -1.654 -1.147 -2.611
7 H -2.158 -0.918 0.354
8 H 0.196 0.096 -0.737
9 H -1.029 1.280 -1.314
10 H 0.173 1.567 0.715
11 O -0.562 -1.579 2.977
12 H -0.602 -0.800 2.413
13 H -0.338 -1.308 3.875
14 O 2.799 -0.136 0.420
15 H 3.697 -0.051 0.772
16 H 2.337 -0.713 1.037
17 O 1.936 2.167 -1.187
18 H 1.767 1.918 -2.100
19 H 2.228 1.350 -0.757

Forces on atoms 1 to 3 (eV/Å):
C 0.15 0.54 -0.14
C 0.69 -1.21 0.70
C 0.56 0.44 0.49

Computed, not measured: a cluster of 4 separate species, C3H12O4 in total at a distorted geometry, with ωB97M-V/def2-TZVPD.

Spin multiplicity: 1
Orbital gap, eV: 10.18
Lowest unoccupied orbital energy, eV: 0.36
Energy relative to the best compared isomer or geometry (same formula, charge and spin), kcal/mol: 35.0
SMILES: C=CCO.O.O.O

CARTESIAN COORDINATES (ANGSTROEM)
1 C -0.298 1.878 -2.309
2 C 0.248 0.718 -2.002
3 C -0.421 -0.315 -1.137
4 O 0.572 -1.247 -0.735
5 H 0.234 2.807 -2.446
6 H -1.320 2.072 -1.994
7 H 1.318 0.547 -2.061
8 H -0.776 0.154 -0.221
9 H -1.298 -0.771 -1.603
10 H 0.158 -2.104 -0.588
11 O 2.578 1.023 0.716
12 H 1.950 0.800 0.020
13 H 2.289 0.508 1.478
14 O -0.696 0.319 2.773
15 H -0.454 0.131 3.683
16 H -0.077 0.971 2.414
17 O -1.843 -2.018 1.236
18 H -2.470 -1.620 0.624
19 H -1.721 -1.340 1.915

Forces on atoms 1 to 3 (eV/Å):
C -0.53 0.73 1.18
C 0.42 0.14 0.85
C -0.01 -0.20 0.09